Density functional theory data (ωB97M-V with the def2-TZVPD basis set) for C6H8NOPS in the gas phase in a non-equilibrium geometry.

Calculated values
Net charge   0
Energy relative to the best compared isomer or geometry (same formula, charge and spin)   398.2 kJ/mol
Frontier orbital gap (spin up / spin down)   0.298 / 0.187 Eh
LUMO energy (spin up / spin down)   -0.5145 / -2.2468 eV
Multiplicity   1

Geometry as XYZ:
```
18
Properties=species:S:1:pos:R:3:forces:R:3
C 0.48176 -2.22948 1.84023 1.572 0.179 -1.332
C 1.89653 -2.51539 1.48816 -1.597 0.212 0.106
C 0.17599 -1.03837 1.22699 0.180 -0.914 1.159
C 2.29039 -1.44967 0.75001 3.385 0.304 -0.133
C -0.92870 2.22663 -1.06383 -1.318 -1.476 1.463
C -2.14980 1.50601 -1.77659 -0.150 -1.215 -0.507
N 1.26780 -0.51404 0.62366 1.797 -0.624 -0.537
O -0.03506 1.20918 -0.54436 -0.253 -0.698 0.215
P 1.52845 1.06353 0.03312 -1.398 0.647 -0.658
S -3.69840 2.49995 -2.35666 2.041 -0.914 1.047
H -0.19222 -2.85037 2.37370 -0.392 -0.364 0.324
H 2.54033 -3.39172 1.64239 -0.661 0.514 0.258
H -0.67053 -0.42836 1.18369 -1.397 0.333 0.243
H 3.42242 -1.29567 0.46963 -2.752 0.141 0.112
H -0.31897 2.70808 -1.76553 0.210 1.690 -0.928
H -1.35571 2.78973 -0.19704 0.751 0.094 -0.890
H -1.77853 1.13629 -2.79845 -0.555 0.159 1.464
H -2.47573 0.57367 -1.12912 0.536 1.933 -1.406
```
Positions in Å, forces in eV/Å.

=====

Density functional theory data (ωB97M-V with the def2-TZVPD basis set) for C5H11FO2 in the gas phase in a non-equilibrium geometry.

Calculated values
Net charge   0
Energy relative to the best compared isomer or geometry (same formula, charge and spin)   85.5 kJ/mol
SMILES   COC(OC)[C@H](C)F
Frontier orbital gap   0.396 Eh
LUMO energy   0.9574 eV
Multiplicity   1

Geometry as XYZ:
```
19
Properties=species:S:1:pos:R:3:forces:R:3
C -0.96406 0.86326 2.03254 0.364 -0.516 0.239
C -0.61610 -0.20163 0.01233 0.724 -0.354 -0.961
C -0.73103 -1.87797 -1.66119 0.048 0.220 -0.286
C 0.44336 0.75320 -0.61610 0.627 0.361 0.124
C 1.82605 0.71281 0.01035 -0.064 -0.604 0.584
H -1.75782 0.88984 2.78735 0.234 0.536 -0.235
H -0.22177 0.11425 2.39631 -0.323 0.374 -0.189
H -0.44566 1.79577 1.80707 -0.151 0.199 0.756
H 0.02377 -0.96986 0.56182 -1.097 0.313 -0.195
H -0.56374 -2.66920 -0.91224 -0.094 -0.052 -0.423
H 0.23601 -1.59410 -2.11499 -0.149 -0.179 0.132
H -1.40439 -2.17534 -2.48794 0.386 -0.127 0.633
H 0.57294 0.56384 -1.70971 -0.555 0.199 0.712
H 1.76890 0.77089 1.11043 -0.012 0.373 -0.383
H 2.33147 -0.24684 -0.16383 -0.061 0.246 -0.347
H 2.39841 1.54563 -0.40683 0.107 -0.244 0.215
O -1.55302 0.43828 0.82336 0.552 -1.083 -0.428
O -1.34744 -0.77214 -1.04578 -0.322 0.069 0.592
F 0.00411 2.05931 -0.42295 -0.215 0.268 -0.539
```
Positions in Å, forces in eV/Å.

=====

Density functional theory data (ωB97M-V with the def2-TZVPD basis set) for C4H6O2 in the gas phase.

Calculated values
Net charge   0
Energy relative to the best compared isomer or geometry (same formula, charge and spin)   162.4 kJ/mol
SMILES   O[C@@H]1C=COC1
Frontier orbital gap   0.363 Eh
LUMO energy   0.9496 eV
Multiplicity   1

Geometry as XYZ:
```
12
Properties=species:S:1:pos:R:3:forces:R:3
O -1.75562 0.69164 -0.07058 -0.018 -0.053 0.347
C -0.73821 -0.26155 -0.37124 0.414 -0.200 -0.175
C 0.41509 0.40066 -1.11062 0.289 0.319 0.145
C 0.05271 -0.75058 0.81530 -0.156 -0.104 0.345
C 1.11014 0.04693 0.99193 -0.208 -0.391 -0.010
O 1.36660 0.85978 -0.05585 -0.533 -0.391 -0.431
H -1.89352 0.70742 0.88395 0.071 -0.008 -0.085
H -1.22113 -1.09487 -0.89846 0.347 0.279 -0.268
H 0.87290 -0.36411 -1.76315 0.311 0.479 0.365
H 0.18869 1.31472 -1.64626 -0.310 -0.113 -0.211
H -0.13096 -1.66839 1.34189 -0.390 0.174 0.519
H 1.73330 0.11835 1.88309 0.184 0.009 -0.540
```
Positions in Å, forces in eV/Å.

=====

Density functional theory data (ωB97M-V with the def2-TZVPD basis set) for 2 unconnected molecules or ions with the total composition C3H5NO2 in a non-equilibrium geometry.

Calculated values
Net charge   0
Energy relative to the best compared isomer or geometry (same formula, charge and spin)   370.0 kJ/mol
Frontier orbital gap   0.329 Eh
LUMO energy   0.3040 eV
Multiplicity   1

Geometry as XYZ:
```
11
Properties=species:S:1:pos:R:3:forces:R:3
C 1.43128 0.05266 -1.21457 -0.302 0.641 -0.765
C -0.57126 0.65171 -0.57375 0.285 -0.382 0.386
O -1.60016 1.26214 -0.72000 1.819 -0.533 -0.605
C -0.35868 -0.23220 0.65183 0.261 -0.534 0.624
O 0.71095 -0.79723 0.70056 -0.570 -0.442 1.151
N -1.33186 -0.31912 1.55162 -0.200 0.046 0.091
H 1.80480 1.06203 -1.24244 0.012 0.252 -0.553
H 2.19834 -0.61102 -0.76564 -1.090 0.519 0.038
H 1.08938 -0.37298 -2.14280 0.064 0.362 -0.473
H -2.17679 0.20478 1.39305 -0.080 -0.036 0.119
H -1.19600 -0.90078 2.36215 -0.200 0.108 -0.013
```
Positions in Å, forces in eV/Å.